{
  "formula": "C2H2N2O4",
  "method": "ωB97M-V/def2-TZVPD",
  "homo_lumo_gap_ha": 0.33049,
  "smiles": "O=c1o[nH]o/c1=N/O",
  "de_lowest_kj_mol": 662.9,
  "species": ["O", "C", "O", "N", "O", "C", "N", "O", "H", "H"],
  "positions_angstrom": [[0.1435, 1.9902, -0.0470], [-0.3167, 0.9478, -0.1785], [-1.8108, 0.6705, 0.3408], [-1.8390, -0.7378, -0.2733], [-0.6974, -1.3440, -0.0154], [0.3244, -0.5036, -0.1291], [1.5135, -0.8905, 0.1981], [2.5450, 0.0335, -0.0879], [-2.5885, -1.5001, 0.3139], [3.3777, -0.5678, 0.5332]]
}